Entry from the OMol25 dataset: a structure of composition C11H9CuNO4 (ωB97M-V/def2-TZVPD).

* max |F|: 5.32 eV/Å
* spin multiplicity: 2
* electronic energy: -65851.8781 eV
* frontier orbital gap (alpha / beta): 8.67 / 5.42 eV
* molecular weight: 282.742 g mol⁻¹
* ⟨S²⟩: 0.7596
* total charge: +2

```
26
Properties=species:S:1:pos:R:3:forces:R:3
Cu 0.0862 1.0266 -0.7990 -0.99 -1.01 2.57
C -0.0261 1.9381 2.1761 0.06 0.29 2.09
O -0.0246 1.9082 3.3085 0.00 0.03 -1.72
C -0.0838 3.0390 -0.6656 -0.67 4.56 -2.65
O -0.1614 4.0422 -1.2179 0.27 -3.09 2.35
C -2.2071 1.0310 -0.5850 -2.13 0.66 -2.11
O -3.1771 1.2603 -1.1380 2.39 -0.71 1.79
C 1.9645 1.4474 -0.3206 3.89 0.93 -0.79
O 3.0248 1.8589 -0.4148 -3.18 -1.26 0.64
C 0.0167 0.1365 -2.6753 -0.04 1.44 -2.21
H 0.9441 -0.4309 -2.7617 -0.04 0.15 0.35
H -0.9060 -0.4461 -2.7303 0.14 0.19 0.36
C 0.0048 1.4813 -3.0780 0.13 -2.64 -0.69
H -0.9151 1.9515 -3.4282 0.00 0.07 0.63
H 0.9261 1.9559 -3.4211 -0.05 0.06 0.54
C 0.0014 -3.0711 2.1409 0.14 -0.12 -0.13
C 1.0741 -2.7683 1.3123 -0.34 1.09 -0.60
C 1.0699 -1.4955 0.6703 0.11 -1.62 0.56
N 0.0429 -0.6503 0.8294 1.20 0.71 -1.09
C -0.9242 -0.8954 1.7082 -0.51 -0.37 0.26
C -0.9841 -2.1154 2.3727 -0.07 0.13 0.05
H -0.0421 -4.0639 2.5942 -0.11 0.39 0.00
H 1.8358 -3.5290 1.1389 0.05 0.55 -0.05
H 1.9123 -1.1824 0.0509 -0.36 -0.22 0.01
H -1.6477 -0.0999 1.8814 0.00 -0.38 -0.10
H -1.8045 -2.3287 3.0517 0.10 0.16 -0.10
```
Positions in Å, forces in eV/Å.